Record 1
Formula: C2H10Si4
Source: the Open Molecules 2025 dataset
Level of theory: ωB97M-V/def2-TZVPD

XYZ file:
```
16
Properties=species:S:1:pos:R:3:forces:R:3
C -2.598252 -0.286748 1.054778 -1.124 0.659 -2.610
C 1.380850 1.848077 -0.341183 2.840 -1.217 0.422
Si -0.375911 -0.531230 -1.629232 0.054 -1.876 -1.357
Si 2.101337 -1.135174 1.043433 -0.732 -0.806 -2.050
Si -1.518733 -1.553139 0.117224 0.428 -0.272 0.797
Si 1.833366 0.039331 -1.048944 -0.309 0.832 2.042
H -2.249300 -0.127139 2.036094 0.368 0.316 1.246
H -2.588513 0.642246 0.430086 0.051 -0.366 0.943
H -3.686316 -0.557463 1.084116 0.930 -0.200 0.133
H 1.162190 2.499269 -1.143385 -0.138 0.838 -0.912
H 0.531279 1.766749 0.279696 -0.819 0.148 0.939
H 2.310613 2.212734 0.220480 -1.506 -0.229 -0.645
H -0.255894 -1.732844 -2.572456 0.197 0.067 0.673
H -0.936670 0.225125 -2.734955 -0.263 1.212 -0.123
H 2.161357 -0.795617 2.497202 0.432 0.032 -0.207
H 2.728600 -2.514181 0.707053 -0.408 0.862 0.710
```
Positions in Å, forces in eV/Å.

Summary:
LUMO energy   -1.59 eV
HOMO   -7.68 eV
Frontier orbital gap   6.08 eV

Record 2
Formula: C2H11N2O
Source: the Open Molecules 2025 dataset
Level of theory: ωB97M-V/def2-TZVPD

XYZ file:
```
16
Properties=species:S:1:pos:R:3:forces:R:3
N -0.469806 1.544782 -0.545089 0.430 -0.984 -0.723
C -0.405930 0.082883 -0.133657 -0.708 0.705 0.789
C 0.328109 0.013195 1.225407 0.226 -0.410 -0.745
N 1.405953 0.973887 1.257798 -0.130 0.616 -0.557
H -1.124953 2.074246 0.023208 -0.072 0.137 -0.120
H 0.484952 1.895371 -0.381741 0.025 0.264 0.340
H -0.691124 1.580831 -1.544084 -0.193 0.402 0.311
H -1.443029 -0.226315 -0.011921 0.125 -0.291 -0.162
H 0.049751 -0.481404 -0.933745 0.195 -0.017 -0.113
H -0.400157 0.198894 2.009686 0.180 -0.003 0.224
H 0.713908 -1.006185 1.286894 -0.305 -0.088 0.363
H 1.551274 1.472460 2.123838 0.150 -0.314 -0.070
H 2.256820 0.648390 0.819707 0.092 0.009 0.468
H -0.275014 -3.500087 -1.503918 0.109 0.167 -0.012
H -1.430731 -2.685261 -2.038691 0.130 0.064 -0.006
O -0.550023 -2.585685 -1.653692 -0.251 -0.255 0.013
```
Positions in Å, forces in eV/Å.

Summary:
LUMO energy   -3.32 eV
Total charge   +1
HOMO   -13.97 eV
Frontier orbital gap   10.65 eV

Record 3
Formula: C2H11N2O2
Source: the Open Molecules 2025 dataset
Level of theory: ωB97M-V/def2-TZVPD

XYZ file:
```
17
Properties=species:S:1:pos:R:3:forces:R:3
C 0.726772 -0.458282 0.120666 -2.631 0.162 -1.984
N -1.841261 1.315474 1.995414 4.311 -2.192 -3.662
C -0.628360 0.915913 1.513181 -3.011 0.081 2.044
N -0.423780 0.316016 0.352131 0.282 0.724 2.268
H 1.367562 -0.000879 -0.585798 0.830 0.572 -2.339
H 1.376419 -0.449313 0.861171 2.472 -0.231 4.332
H 0.383213 -1.417381 -0.163038 0.126 -1.168 -0.760
H -2.608306 1.312118 1.404598 -2.066 0.010 -1.440
H -1.903547 1.891796 2.750565 0.006 1.705 3.054
H 0.098257 0.833605 2.282764 1.173 0.604 0.246
H -1.244459 0.095506 -0.140809 -1.571 -0.361 -2.165
H 4.503632 -0.047850 -1.660803 1.007 1.100 -0.234
H 4.121235 -1.388591 -0.950612 -0.762 1.478 -1.779
O 3.795959 -0.687073 -1.654917 -0.314 -2.563 2.048
H -2.124141 -0.746019 -2.683928 0.176 0.209 0.087
H -3.256454 -0.968093 -1.671797 2.091 1.118 -0.087
O -2.342740 -0.516942 -1.768787 -2.117 -1.250 0.370
```
Positions in Å, forces in eV/Å.

Summary:
LUMO energy (alpha / beta)   -8.43 / -14.96 eV
Total charge   +2
HOMO (alpha / beta)   -18.69 / -18.26 eV
Frontier orbital gap (alpha / beta)   10.27 / 3.30 eV
Multiplicity   2
Expectation value of S²   0.7627

Record 4
Formula: C2H11N2O3
Source: the Open Molecules 2025 dataset
Level of theory: ωB97M-V/def2-TZVPD

XYZ file:
```
18
Properties=species:S:1:pos:R:3:forces:R:3
N -0.039626 1.102376 1.559922 1.371 -1.345 0.285
C 0.412480 0.316244 0.377110 -0.012 0.410 -0.843
C 0.361426 1.257114 -0.804625 0.557 0.916 -2.059
N 0.870540 0.780152 -1.965544 -0.130 -0.573 0.416
O -0.004784 2.413649 -0.692065 -0.489 -0.253 0.795
H -0.249322 0.420426 2.293551 -0.661 0.118 0.068
H 0.755170 1.649277 1.891814 -0.402 0.612 -0.138
H -0.852344 1.664853 1.310567 0.085 0.360 0.037
H -0.232015 -0.543242 0.229318 0.034 -0.073 0.139
H 1.462964 0.028106 0.406924 -0.136 -0.273 0.784
H 1.148257 -0.198436 -2.042730 -0.305 0.282 -0.061
H 0.786770 1.325286 -2.820124 0.028 -0.034 0.550
H -2.512909 -0.786568 3.149120 0.264 -0.237 -0.772
H -2.306133 -1.322845 1.665437 -0.134 0.161 0.682
O -1.918293 -0.781493 2.372874 -0.138 0.064 0.132
H 1.155258 -2.433535 -3.019916 -0.205 -0.195 0.281
H 0.254036 -2.749128 -1.780345 -0.012 -0.257 -0.260
O 0.908527 -2.142237 -2.131290 0.286 0.316 -0.034
```
Positions in Å, forces in eV/Å.

Summary:
LUMO energy   -3.25 eV
Total charge   +1
HOMO   -13.98 eV
Frontier orbital gap   10.73 eV

Record 5
Formula: C2H11N2S
Source: the Open Molecules 2025 dataset
Level of theory: ωB97M-V/def2-TZVPD

XYZ file:
```
16
Properties=species:S:1:pos:R:3:forces:R:3
S 2.063482 -2.151542 -3.722814 0.153 -0.038 -0.156
H 0.728631 -2.151086 -3.791062 -0.069 0.020 0.095
H 2.088628 -1.745487 -2.450966 -0.065 0.023 0.034
C 0.334771 -0.012455 0.651312 -0.141 -0.106 0.081
N 0.169013 -1.310300 0.017435 0.174 -0.058 0.221
C -1.047759 0.629020 0.683100 0.052 0.100 -0.175
N -0.993502 2.005248 1.316806 0.258 -0.065 0.114
H 0.996058 0.606873 0.044186 0.069 0.003 -0.018
H 0.754485 -0.053412 1.669346 -0.015 0.005 -0.126
H 1.000588 -1.598462 -0.480530 -0.009 0.111 -0.048
H -0.001684 -2.034486 0.705219 -0.131 0.018 -0.030
H -1.764902 0.051816 1.258926 0.008 -0.088 0.052
H -1.422054 0.751378 -0.331486 -0.053 0.021 0.063
H -1.926260 2.402638 1.428685 -0.010 0.081 -0.036
H -0.554692 1.962105 2.241242 -0.107 -0.033 -0.010
H -0.424800 2.648154 0.760598 -0.115 0.004 -0.060
```
Positions in Å, forces in eV/Å.

Summary:
LUMO energy   -3.94 eV
Total charge   +1
HOMO   -12.08 eV
Frontier orbital gap   8.13 eV

Record 6
Formula: C2H11N3O
Source: the Open Molecules 2025 dataset
Level of theory: ωB97M-V/def2-TZVPD

XYZ file:
```
17
Properties=species:S:1:pos:R:3:forces:R:3
N -1.318070 -1.596086 -1.420842 0.640 -0.390 -0.295
C -0.573010 -2.493840 -2.339733 1.279 1.807 1.350
N 0.904904 -2.233002 -2.169891 -0.448 -1.031 0.009
H -0.781634 -1.680323 -0.559098 -0.393 -0.122 0.294
H -1.056284 -0.655396 -1.689406 -0.213 0.275 -0.247
H -0.805082 -3.495025 -1.998614 -0.225 -0.327 -0.748
H -0.776426 -2.185024 -3.357802 -0.671 -0.704 -0.177
H 1.338523 -2.141924 -3.076157 0.103 0.143 -0.201
H 1.343469 -3.064912 -1.769325 -0.072 0.361 0.026
N -0.571159 1.926142 2.519159 0.137 -1.286 0.475
C 0.347545 2.942670 2.174314 1.240 0.952 -0.561
O 1.702640 2.421225 2.217009 -0.989 0.250 0.549
H -0.403084 1.627385 3.470057 -0.226 -0.026 -0.024
H -1.553077 1.890146 2.298153 0.215 0.633 -0.335
H 0.288582 3.312076 1.150415 -1.040 -0.023 -0.048
H 0.316649 3.812126 2.841748 0.301 -0.122 0.029
H 1.595511 1.613755 1.710010 0.362 -0.390 -0.098
```
Positions in Å, forces in eV/Å.

Summary:
LUMO energy   0.91 eV
HOMO   -9.42 eV
Frontier orbital gap   10.33 eV

Energy relative to the best compared isomer or geometry (same formula, charge and spin) values, unit eV, following the record order: 0.8765 0.4403 3.0997 0.4133 0.3251 0.5997.